1.
103
Properties=species:S:1:pos:R:3 method="wB97M-V/def2-TZVPD" homo_energy_ev="-3.6 / -3.9" multiplicity=3 lumo_energy_ha="0.079 / 0.049" total_charge=-1 homo_lumo_gap_ha="0.2093 / 0.1932" de_lowest_kj_mol=236.0
Ni -0.07097 0.17738 0.09270
C -1.97730 -3.05279 1.83857
C -1.00191 -1.98074 1.45755
N -1.36185 -0.89576 0.84780
N -2.64542 -0.55519 0.67119
C -2.71691 0.71743 0.30542
O -1.71524 1.48927 0.25949
C -4.05497 1.21147 -0.09860
C -5.03450 0.31698 -0.51771
C -6.25914 0.78281 -0.95584
C -6.50426 2.14624 -1.01575
C -5.52292 3.04189 -0.62381
C -4.30519 2.57730 -0.16594
C 0.43269 -2.08232 1.59497
C 1.09343 -3.14680 2.20698
C 2.47896 -3.01410 2.42765
C 3.15706 -2.08662 1.70469
C 2.42940 -1.37072 0.65370
N 1.11458 -1.03915 1.06673
H -2.97862 -2.70070 1.59924
H -1.92630 -3.31374 2.89471
H -1.77627 -3.94815 1.24878
H -4.80496 -0.73666 -0.49450
H -7.02186 0.08236 -1.26998
H -7.45823 2.51143 -1.37174
H -5.71039 4.10496 -0.67819
H -3.53050 3.25689 0.15264
H 0.54656 -3.96969 2.63848
H 2.96397 -3.61061 3.18815
H 4.19127 -1.85079 1.88398
H 2.95754 -0.50084 0.26490
S -4.03954 2.01583 -5.77384
C -4.78451 3.52560 -5.39808
C -4.30678 4.05306 -4.24107
C -3.32671 3.24446 -3.63636
C -3.06254 2.09478 -4.33260
C -2.09600 1.07937 -3.97868
C -1.79425 0.89453 -2.61427
N -0.87667 0.07072 -2.16354
C -0.13650 -0.60549 -3.05699
C -0.34338 -0.49345 -4.45671
C 0.55773 -1.12067 -5.35269
C 1.68477 -1.73737 -4.88715
C 1.91614 -1.88737 -3.51216
C 3.03181 -2.55825 -2.96934
C 3.15334 -2.82859 -1.62923
C 2.08085 -2.37283 -0.70171
N 1.01146 -1.67140 -1.29290
C 0.95288 -1.41844 -2.56817
C 4.22735 -3.71950 -1.25274
C 4.75468 -4.69171 -2.07339
C 5.82978 -5.40163 -1.51601
C 6.12690 -4.98034 -0.26062
S 5.07876 -3.71440 0.26215
C -1.39084 0.32713 -4.90081
H -5.51794 3.92978 -6.06738
H -4.63817 4.99070 -3.83098
H -2.80415 3.51781 -2.73723
H -2.33729 1.48532 -1.89703
H 0.37112 -1.04340 -6.41367
H 2.41712 -2.13421 -5.57887
H 3.79570 -2.91013 -3.65320
H 1.68739 -3.22969 -0.12665
H 4.34703 -4.92184 -3.04040
H 6.35330 -6.19202 -2.02744
H 6.88911 -5.33482 0.40549
H -1.59653 0.41464 -5.95975
C 1.15825 1.37374 -0.55586
Ge 2.53758 2.67472 -0.21948
C 1.81881 4.35686 -1.03651
C 1.78879 5.59015 -0.40145
C 1.18002 6.68156 -0.99912
C 0.57674 6.55183 -2.23811
C 0.60305 5.32821 -2.88600
C 1.22561 4.24996 -2.28930
C 3.29470 3.13399 1.57196
C 2.46780 3.57067 2.59939
C 2.99368 3.94973 3.82187
C 4.36011 3.89294 4.03803
C 5.19422 3.45022 3.02619
C 4.66280 3.07550 1.80436
C 4.05402 2.21217 -1.44647
C 5.03446 3.13146 -1.79363
C 6.01290 2.80903 -2.71733
C 6.02330 1.55699 -3.30994
C 5.04926 0.63219 -2.97616
C 4.07343 0.96496 -2.05570
H 0.97823 1.51212 -1.63632
H 2.24986 5.69773 0.57298
H 1.16673 7.63853 -0.49316
H 0.08618 7.39951 -2.69794
H 0.13060 5.21293 -3.85244
H 1.24820 3.30021 -2.80717
H 1.39991 3.60610 2.43189
H 2.33815 4.29119 4.61134
H 4.77306 4.18692 4.99380
H 6.26233 3.39800 3.19139
H 5.32028 2.73132 1.01587
H 5.02130 4.11570 -1.34046
H 6.76660 3.53831 -2.98522
H 6.78493 1.30717 -4.03651
H 5.04050 -0.34564 -3.43696
H 3.29726 0.25268 -1.81096

2.
112
Properties=species:S:1:pos:R:3 method="wB97M-V/def2-TZVPD" homo_energy_ev=-4.4 lumo_energy_ha=0.063 total_charge=-1 homo_lumo_gap_ha=0.2254 de_lowest_kj_mol=0.0
K 0.46266 0.25528 0.53024
N 1.52535 -2.82443 3.12801
C 0.73080 -1.70935 3.07327
S -0.94442 -1.91009 2.84142
N 1.41659 -0.58181 3.30923
N 0.73624 0.55450 3.06921
C 1.20927 1.61963 3.60134
C 0.69408 2.94096 3.24673
C 1.33596 4.07270 3.76740
C 0.92425 5.33157 3.38051
C -0.13251 5.44572 2.48736
C -0.72085 4.27299 2.03946
N -0.33403 3.05530 2.39249
H 1.09140 -3.67238 2.80743
H 2.49977 -2.69848 2.90101
H 2.06007 1.56852 4.28464
H 2.16369 3.94298 4.45305
H 1.42214 6.21344 3.76502
H -0.49185 6.40693 2.14578
H -1.55865 4.31960 1.34746
S 2.52060 0.43364 -2.27572
C 3.71188 -0.35390 -1.35724
N 4.84898 0.15859 -1.01100
N 5.71133 -0.71522 -0.30266
C 5.50889 -1.29402 0.91847
C 6.31156 -2.37592 1.31530
C 6.21464 -2.89549 2.59517
C 5.31721 -2.36754 3.51469
C 4.50632 -1.30769 3.11946
C 4.58303 -0.78495 1.84127
N 3.46801 -1.75971 -1.09130
N 2.49952 -1.97873 -0.35367
C 2.27381 -3.37339 -0.10723
C 0.96565 -3.75260 0.15911
C 0.67651 -5.09108 0.38181
C 1.69694 -6.03264 0.37354
C 3.01063 -5.63549 0.15128
C 3.30630 -4.30373 -0.09229
H 6.47654 -1.05236 -0.86110
H 7.01265 -2.80181 0.60506
H 6.84623 -3.73182 2.87247
H 5.23896 -2.77774 4.51278
H 3.79125 -0.87254 3.80891
H 3.92180 0.01834 1.54540
H 0.18609 -3.00199 0.22702
H -0.34412 -5.38777 0.58767
H 1.47253 -7.07494 0.56378
H 3.80951 -6.36623 0.17714
H 4.32183 -3.96734 -0.25349
S 1.61752 -3.61323 -3.85216
C 1.76791 -4.74626 -5.11682
C 0.55949 -5.07222 -5.65638
C -0.51016 -4.38943 -5.02636
C -0.09474 -3.55528 -4.02287
C -0.91217 -2.71867 -3.13700
C -0.29203 -1.81957 -2.24156
N -0.94151 -1.09192 -1.36700
C -2.28558 -1.16283 -1.33346
C -3.01109 -1.96818 -2.22380
C -4.44696 -1.94705 -2.20111
C -5.11297 -1.17015 -1.32397
C -4.40394 -0.35211 -0.38041
C -5.06349 0.47834 0.53580
C -4.33679 1.24455 1.41930
C -2.92922 1.15888 1.34615
N -2.29060 0.41605 0.47831
C -2.99991 -0.34388 -0.37476
C -4.98568 2.13208 2.39226
C -6.29530 2.14433 2.78755
C -6.58211 3.15708 3.73871
C -5.48498 3.89936 4.05113
S -4.10095 3.37033 3.20069
C -2.28782 -2.76575 -3.12408
H 2.74127 -5.11121 -5.40101
H 0.43649 -5.77041 -6.47151
H -1.54587 -4.50891 -5.31039
H 0.78478 -1.66817 -2.26288
H -4.98385 -2.55525 -2.91890
H -6.19646 -1.14401 -1.31987
H -6.14717 0.51368 0.52783
H -2.29375 1.71858 2.02950
H -7.02812 1.43743 2.42624
H -7.55647 3.31727 4.17680
H -5.41314 4.71927 4.74670
H -2.83114 -3.41895 -3.79694
O -6.31675 2.20779 -3.75304
C -5.23793 1.40954 -3.96887
O -5.34496 0.46544 -4.70197
C -3.97923 1.78546 -3.26619
C -2.78491 1.23934 -3.73498
C -1.59004 1.50510 -3.09746
C -1.57086 2.32929 -1.97010
C -2.75551 2.89770 -1.50781
C -3.94918 2.61918 -2.15009
N -0.38896 2.44159 -1.23793
C 0.39054 3.42715 -1.34693
C 1.65994 3.50921 -0.59174
C 2.51339 4.57821 -0.81384
C 3.73348 4.60289 -0.15125
C 4.04287 3.56364 0.70268
C 3.10980 2.54492 0.87466
N 1.94734 2.51146 0.24604
H -6.05204 2.97286 -3.22897
H -2.81755 0.58018 -4.59241
H -0.66358 1.05011 -3.42538
H -2.74252 3.49815 -0.60752
H -4.86054 3.02002 -1.71775
H 0.18360 4.25811 -2.03254
H 2.23424 5.36132 -1.50747
H 4.43211 5.41339 -0.31460
H 4.98897 3.52058 1.22411
H 3.31971 1.71610 1.54197